Entry 1:
{
  "formula": "C24H36GdN2Si",
  "method": "wB97M-V/def2-TZVPD",
  "s_squared": 16.20,
  "e_lumo_ev": [-3.218, -4.205],
  "e_tot_ha": -2100.4048,
  "spin_multiplicity": 8,
  "e_above_lowest_kcal_mol": 0.0,
  "total_charge": 1,
  "gap_ev": [6.69, 5.29],
  "species": ["C", "C", "C", "H", "C", "C", "H", "H", "H", "H", "Gd", "C", "H", "H", "H", "Si", "C", "C", "H", "C", "H", "C", "H", "C", "H", "C", "H", "C", "C", "H", "C", "H", "C", "H", "C", "H", "C", "H", "H", "H", "C", "N", "C", "C", "C", "N", "C", "C", "H", "H", "H", "H", "H", "H", "H", "H", "H", "H", "H", "H", "H", "H", "H", "H"],
  "coordinates": [[-1.5540, -1.4460, 0.7322], [-1.3522, -1.6726, -0.6561], [-0.5257, -2.8260, -0.8223], [-1.8276, -1.1197, -1.4691], [-0.2454, -3.3410, 0.4842], [-0.8761, -2.4770, 1.4455], [-0.9595, -2.6590, 2.5199], [-2.2123, -0.6781, 1.1555], [-0.2354, -3.2610, -1.7694], [0.2537, -4.2802, 0.6908], [0.9563, -1.1591, 0.3958], [1.7748, 1.7776, -2.5366], [2.4010, 0.9001, -2.3533], [2.2323, 2.6603, -2.0935], [1.6821, 1.9515, -3.6213], [-0.0004, 1.6400, -1.7514], [-1.4349, 2.7973, -1.2393], [-2.6416, 2.1859, -0.8798], [-2.9138, 1.2123, -1.3071], [-3.4917, 2.7610, 0.0620], [-4.4141, 2.2419, 0.3612], [-3.1559, 3.9765, 0.6664], [-3.8067, 4.4142, 1.4326], [-1.9475, 4.5968, 0.3293], [-1.6490, 5.5140, 0.8492], [-1.1006, 4.0338, -0.6329], [-0.1483, 4.5242, -0.8832], [-0.6995, 0.5924, -3.1984], [-1.8661, 0.8975, -3.8993], [-2.3929, 1.8373, -3.7109], [-2.3461, 0.0089, -4.8847], [-3.2794, 0.2364, -5.4179], [-1.6286, -1.1574, -5.1846], [-2.0026, -1.8708, -5.9302], [-0.3961, -1.4312, -4.5524], [0.2062, -2.3192, -4.7958], [0.0729, -0.5194, -3.6012], [1.0756, -0.6878, -3.1763], [0.0947, 0.1775, -1.1444], [0.0479, 1.5468, -0.2420], [3.3233, -2.6499, 1.2528], [2.1894, -2.2711, 2.1261], [1.8007, -3.4309, 2.9646], [2.5310, -1.1149, 3.0214], [1.2683, -0.3375, 3.4110], [0.7431, 0.4719, 2.2552], [-0.5695, 1.0442, 2.6310], [1.6915, 1.5853, 1.9734], [4.2279, -2.8419, 1.8584], [3.0677, -3.5629, 0.6940], [3.5543, -1.8407, 0.5310], [2.6265, -3.6668, 3.6590], [0.8987, -3.1916, 3.5427], [1.6028, -4.2960, 2.3207], [2.9753, -1.5209, 3.9481], [3.2855, -0.4797, 2.5340], [0.4673, -1.0001, 3.7680], [1.5189, 0.3568, 4.2323], [-0.4551, 1.7233, 3.4913], [-0.9918, 1.6009, 1.7858], [-1.2520, 0.2370, 2.9107], [1.8667, 2.1707, 2.8954], [2.6573, 1.1910, 1.6229], [1.2790, 2.2454, 1.1988]],
  "forces_ev_per_angstrom": [[-0.58, -0.77, -0.30], [-0.35, -0.55, 0.03], [-1.00, -0.02, 1.06], [0.42, -0.09, 0.31], [-1.04, 0.20, -0.35], [-0.66, -0.54, -0.38], [0.18, 0.13, -0.45], [0.48, -0.37, -0.24], [0.06, 0.07, 0.08], [0.03, 0.21, -0.01], [0.27, 2.14, -1.71], [-0.74, 1.33, 0.66], [-0.19, 0.17, 0.04], [0.56, 0.02, -0.10], [-0.01, -0.16, 0.50], [-0.21, -0.61, -1.37], [0.54, 1.02, 0.10], [0.00, -0.25, -0.13], [0.12, 0.36, 0.12], [-0.29, 0.21, 0.29], [0.42, 0.30, -0.26], [0.16, -0.26, 0.09], [0.28, -0.18, -0.38], [0.16, 0.15, -0.17], [-0.18, -0.27, -0.32], [-0.49, -0.28, 0.11], [-0.45, -0.19, 0.20], [0.11, -0.08, -0.40], [-0.09, -0.57, -0.33], [0.03, -0.41, 0.10], [0.31, -0.09, -0.02], [0.49, -0.15, 0.23], [0.07, -0.18, 0.07], [0.06, 0.41, 0.33], [-0.17, 0.73, 0.12], [-0.42, 0.48, -0.06], [-0.44, -0.43, -0.27], [-0.61, 0.00, 0.05], [0.84, -1.90, 0.29], [0.83, 0.54, 0.79], [0.12, -0.10, 0.52], [0.97, -0.32, 0.92], [0.18, 0.13, -0.08], [-0.24, -0.72, 0.30], [0.20, 0.71, -0.39], [0.21, 0.13, 0.70], [0.01, 0.11, 0.06], [-0.10, 0.04, 0.17], [-0.17, 0.07, -0.41], [0.07, 0.29, 0.16], [0.06, -0.19, 0.24], [-0.29, -0.07, -0.17], [0.34, -0.13, -0.19], [0.03, 0.26, 0.30], [0.08, 0.26, -0.32], [-0.28, -0.17, 0.19], [0.30, 0.10, -0.19], [-0.09, -0.22, -0.12], [-0.02, -0.11, -0.16], [0.11, -0.11, 0.15], [0.13, 0.17, -0.05], [0.03, -0.17, -0.30], [-0.24, 0.21, 0.05], [0.05, -0.29, 0.25]],
  "lowdin_charge": [-0.206, -0.209, -0.193, 0.107, -0.224, -0.226, 0.110, 0.114, 0.111, 0.102, 1.533, -0.174, 0.014, 0.012, 0.049, 0.538, -0.286, -0.131, 0.100, -0.089, 0.111, -0.092, 0.107, -0.091, 0.106, -0.115, 0.105, -0.307, -0.093, 0.104, -0.072, 0.109, -0.084, 0.106, -0.083, 0.107, -0.151, 0.085, -0.075, -0.020, -0.097, -0.417, -0.062, -0.171, -0.169, -0.377, -0.067, -0.082, 0.117, 0.103, 0.076, 0.108, 0.088, 0.088, 0.138, 0.115, 0.120, 0.139, 0.108, 0.084, 0.084, 0.111, 0.080, 0.074]
}

Entry 2:
{
  "formula": "C24H36I2N9O2Sr",
  "method": "wB97M-V/def2-TZVPD",
  "e_lumo_ev": -2.178,
  "e_tot_ha": -2205.5499,
  "e_above_lowest_kcal_mol": 2.8,
  "total_charge": 1,
  "gap_ev": 7.27,
  "species": ["Sr", "N", "C", "C", "N", "C", "C", "N", "C", "C", "N", "H", "H", "H", "H", "H", "H", "H", "H", "H", "H", "H", "H", "H", "H", "H", "H", "H", "H", "I", "C", "C", "C", "I", "C", "O", "C", "C", "N", "C", "C", "C", "C", "C", "C", "N", "C", "H", "H", "H", "H", "H", "H", "H", "H", "H", "H", "H", "C", "N", "C", "C", "C", "N", "C", "O", "N", "H", "H", "H", "H", "H", "H", "H"],
  "coordinates": [[0.2105, -0.4385, 0.5045], [1.2208, -2.3581, 2.0001], [2.5451, -2.8721, 1.5910], [2.8352, -2.6516, 0.1145], [2.9389, -1.2453, -0.3283], [3.1474, -1.2511, -1.7876], [3.1289, 0.1231, -2.4192], [1.7960, 0.7451, -2.3671], [4.0429, -0.5264, 0.3552], [3.6054, 0.7660, 1.0104], [2.6078, 0.4852, 2.0531], [0.4784, -2.9868, 1.6996], [1.1620, -2.3262, 3.0112], [3.2967, -2.3790, 2.2049], [2.6535, -3.9411, 1.7837], [3.7570, -3.1987, -0.1316], [2.0398, -3.1174, -0.4816], [4.0997, -1.7417, -2.0359], [2.3552, -1.8615, -2.2299], [3.8928, 0.7619, -1.9674], [3.4095, 0.0033, -3.4656], [1.5372, 0.9695, -1.4056], [1.8027, 1.6575, -2.8112], [4.4979, -1.1783, 1.1048], [4.8429, -0.3179, -0.3606], [4.4883, 1.2942, 1.3807], [3.1361, 1.4243, 0.2743], [3.0618, 0.0906, 2.8706], [2.1701, 1.3528, 2.3418], [-2.7140, 6.4981, 2.9637], [-1.6000, 4.9241, 2.2253], [-0.7816, 5.1084, 1.1191], [-0.0617, 4.0334, 0.6130], [1.1626, 4.3833, -1.0320], [-0.1346, 2.7394, 1.1659], [0.4861, 1.7168, 0.6486], [-0.9591, 2.5918, 2.3173], [-1.0958, 1.2679, 3.0568], [-1.5338, 0.1187, 2.2118], [-2.8550, 0.3135, 1.5590], [-2.7845, 1.2292, 0.3488], [-3.5918, 2.3511, 0.2498], [-3.4795, 3.1544, -0.8691], [-2.5745, 2.8071, -1.8602], [-1.8230, 1.6619, -1.6857], [-1.9128, 0.8750, -0.6061], [-1.6675, 3.6767, 2.8235], [-0.7059, 6.0801, 0.6488], [-1.8101, 1.4229, 3.8683], [-0.1394, 0.9899, 3.5090], [-1.6167, -0.7016, 2.8040], [-3.5975, 0.6956, 2.2653], [-3.1918, -0.6664, 1.2187], [-4.2658, 2.6056, 1.0584], [-4.0783, 4.0524, -0.9621], [-2.4392, 3.4140, -2.7455], [-1.0961, 1.3668, -2.4362], [-2.2989, 3.5299, 3.6928], [-3.0731, -4.3011, -0.2377], [-2.2558, -3.5303, -1.1846], [-2.3565, -3.7159, -2.5330], [-1.6249, -2.9959, -3.3989], [-0.7378, -2.0273, -2.8396], [-0.5919, -1.8629, -1.5287], [-1.3701, -2.5999, -0.6832], [-1.3110, -2.4474, 0.5634], [-0.0359, -1.2126, -3.6303], [-3.6884, -4.9848, -0.8159], [-3.7073, -3.6358, 0.3402], [-2.4392, -4.8621, 0.4417], [-3.0665, -4.4653, -2.8541], [-1.7253, -3.1315, -4.4653], [-0.1379, -1.2834, -4.6266], [0.5215, -0.4650, -3.2275]],
  "forces_ev_per_angstrom": [[1.20, -1.03, -0.44], [0.14, -0.51, 0.02], [-0.22, 0.20, 0.08], [-0.04, 0.12, -0.12], [0.01, -0.08, 0.15], [-0.17, -0.12, 0.16], [-0.09, 0.27, -0.05], [-0.22, -0.12, 0.24], [0.04, -0.22, -0.21], [-0.27, 0.01, 0.03], [0.11, 0.04, 0.00], [0.12, -0.09, 0.03], [0.07, 0.04, 0.01], [0.00, 0.05, 0.00], [-0.03, -0.10, 0.01], [0.05, 0.00, 0.01], [0.01, 0.02, 0.07], [0.06, 0.03, 0.02], [-0.02, 0.05, -0.02], [0.05, 0.01, 0.01], [-0.03, 0.01, -0.06], [0.19, 0.14, -0.06], [0.10, -0.02, -0.09], [-0.04, 0.01, 0.03], [0.03, 0.02, 0.00], [0.06, 0.00, 0.06], [-0.05, -0.04, 0.03], [0.04, 0.03, -0.01], [-0.03, 0.00, -0.05], [-0.19, 0.27, 0.13], [0.25, -0.22, -0.19], [0.03, -0.20, -0.02], [-0.28, 0.27, 0.20], [0.09, -0.15, -0.10], [0.04, -0.26, -0.05], [0.21, 1.95, 0.31], [-0.19, 0.00, 0.17], [-0.10, 0.05, -0.47], [-0.67, 0.55, 0.25], [0.31, 0.18, 0.06], [0.21, -0.32, 0.12], [-0.01, 0.05, 0.01], [-0.08, 0.17, -0.05], [-0.01, 0.01, 0.00], [0.11, -0.20, 0.18], [-0.39, 0.21, -0.02], [0.05, -0.18, -0.11], [0.00, -0.02, 0.01], [0.00, 0.01, 0.11], [0.02, -0.09, -0.05], [0.00, 0.03, 0.06], [-0.03, 0.07, 0.03], [0.03, -0.06, 0.04], [0.02, 0.00, -0.05], [0.01, -0.04, 0.01], [-0.02, -0.01, 0.03], [-0.01, -0.03, 0.04], [0.01, 0.03, -0.01], [0.07, 0.08, -0.29], [-0.08, -0.15, -0.17], [-0.12, -0.09, 0.28], [0.03, -0.04, -0.01], [0.21, 0.59, -0.26], [-0.59, -0.88, 0.26], [0.12, 0.17, 0.61], [-0.20, -0.34, -1.05], [-0.40, -0.55, -0.25], [-0.03, -0.02, 0.05], [-0.01, 0.05, 0.02], [0.06, 0.00, 0.02], [0.00, 0.00, 0.01], [0.03, 0.01, 0.04], [0.02, 0.03, -0.03], [0.42, 0.31, 0.23]],
  "lowdin_charge": [1.456, -0.069, -0.234, -0.201, -0.183, -0.205, -0.230, 0.009, -0.180, -0.236, -0.007, 0.054, 0.087, 0.099, 0.119, 0.132, 0.116, 0.131, 0.106, 0.108, 0.122, 0.010, 0.057, 0.115, 0.121, 0.120, 0.094, 0.084, 0.067, 0.886, -0.776, -0.236, -0.636, 0.939, -0.462, -0.432, -0.157, -0.132, -0.161, -0.129, -0.272, -0.011, -0.036, -0.051, -0.132, 0.058, -0.131, 0.079, 0.117, 0.119, 0.111, 0.126, 0.113, 0.124, 0.119, 0.112, 0.098, 0.100, 0.014, -0.033, -0.022, 0.015, -0.363, 0.095, -0.504, -0.120, 0.190, 0.094, 0.098, 0.100, 0.139, 0.119, 0.120, 0.053]
}

Entry 3:
{
  "formula": "C24H36INO2S4SbSiSr",
  "method": "wB97M-V/def2-TZVPD",
  "s_squared": 0.75,
  "e_lumo_ev": [3.492, 3.129],
  "e_tot_ha": -3592.4396,
  "spin_multiplicity": 2,
  "total_charge": -2,
  "gap_ev": [4.21, 3.85],
  "species": ["Sr", "S", "Sb", "S", "S", "C", "C", "C", "C", "Si", "C", "C", "C", "C", "C", "C", "C", "C", "H", "H", "H", "H", "H", "H", "H", "H", "H", "H", "H", "H", "H", "H", "H", "H", "H", "H", "H", "H", "H", "H", "H", "H", "H", "H", "H", "I", "C", "C", "C", "C", "C", "N", "H", "H", "H", "H", "O", "C", "O", "C", "C", "C", "C", "S", "C", "C", "H", "H", "H", "H", "H"],
  "coordinates": [[-1.8894, -0.4199, 1.0334], [-4.9347, -3.1994, 4.5073], [-3.2520, -2.5937, 3.0562], [-2.2970, -0.4563, 3.8279], [-4.3283, -1.7808, 0.9493], [2.4474, 1.4942, -1.5511], [2.6505, 0.0028, -1.2427], [2.0964, -0.7779, -2.4421], [4.1625, -0.2625, -1.1577], [1.7463, -0.4926, 0.3997], [2.5550, 0.2712, 1.9765], [3.7463, -0.5641, 2.4727], [3.0559, 1.7000, 1.7275], [1.4973, 0.3768, 3.0875], [1.4601, -2.4122, 0.5423], [0.9738, -2.8046, 1.9457], [2.7437, -3.2052, 0.2468], [0.3813, -2.8880, -0.4437], [2.9115, 1.7194, -2.5203], [2.9001, 2.1455, -0.8078], [1.3945, 1.7686, -1.6030], [2.5557, -0.3900, -3.3596], [1.0147, -0.6633, -2.5413], [2.3243, -1.8434, -2.3902], [4.6290, 0.0057, -2.1148], [4.3970, -1.3092, -0.9583], [4.6375, 0.3424, -0.3841], [4.5308, -0.6567, 1.7169], [3.4574, -1.5673, 2.7846], [4.1864, -0.0674, 3.3462], [3.9005, 1.7367, 1.0368], [3.3990, 2.1134, 2.6835], [2.2575, 2.3462, 1.3587], [1.0128, -0.5621, 3.3465], [0.7119, 1.0842, 2.8118], [1.9724, 0.7625, 3.9979], [1.7165, -2.6147, 2.7188], [0.7489, -3.8765, 1.9558], [0.0524, -2.3021, 2.2560], [3.5661, -2.9230, 0.9068], [3.0774, -3.0805, -0.7847], [2.5470, -4.2736, 0.3997], [-0.5998, -2.4450, -0.2573], [0.2399, -3.9688, -0.3327], [0.6230, -2.6871, -1.4854], [-2.8786, -2.7369, -2.5177], [-2.1379, -0.8186, -2.8870], [-2.1163, -0.3549, -4.1953], [-1.6021, 0.9096, -4.4323], [-1.1280, 1.6521, -3.3662], [-1.1977, 1.1032, -2.0971], [-1.6991, -0.1144, -1.8517], [-2.4919, -0.9751, -4.9955], [-1.5717, 1.3015, -5.4419], [-0.7110, 2.6424, -3.4890], [-0.8115, 1.6632, -1.2469], [-6.4433, 0.6238, 0.6901], [-6.0775, 1.7671, 0.1221], [-6.8721, 2.3975, -0.5449], [-4.6700, 2.2362, 0.3054], [-4.1085, 3.0607, -0.6690], [-2.7859, 3.4607, -0.5986], [-1.9555, 3.0729, 0.4704], [-0.2311, 3.3302, 0.4627], [-2.5740, 2.3447, 1.5016], [-3.8856, 1.8939, 1.4073], [-5.6915, 0.0234, 0.9775], [-4.7298, 3.3561, -1.5067], [-2.3542, 4.0549, -1.3958], [-1.9953, 2.0698, 2.3801], [-4.2592, 1.2541, 2.2020]],
  "forces_ev_per_angstrom": [[-0.20, 0.39, -0.09], [-0.01, 0.06, -0.01], [-0.06, -0.33, 0.26], [0.15, -0.16, -0.25], [0.09, 0.22, -0.03], [-0.02, 0.00, -0.01], [0.02, -0.01, 0.01], [0.01, 0.00, 0.00], [0.00, 0.02, 0.01], [0.01, 0.03, 0.01], [0.01, 0.00, -0.01], [-0.01, 0.00, 0.00], [0.00, 0.00, -0.01], [0.01, 0.01, 0.00], [-0.02, 0.01, 0.00], [-0.01, -0.01, -0.02], [0.01, 0.01, 0.00], [0.01, 0.00, 0.02], [0.00, 0.00, 0.00], [0.01, 0.00, 0.00], [0.00, 0.00, 0.01], [0.00, 0.00, 0.00], [0.00, 0.00, 0.00], [0.00, 0.01, 0.00], [0.00, 0.00, 0.00], [0.00, -0.01, 0.00], [0.00, -0.01, -0.01], [0.00, 0.00, 0.00], [-0.01, 0.00, 0.00], [0.00, 0.00, 0.00], [-0.01, 0.01, 0.00], [0.00, 0.00, 0.00], [0.00, -0.01, 0.00], [-0.01, -0.02, 0.00], [0.00, 0.00, -0.01], [0.00, 0.00, 0.00], [0.01, 0.01, 0.01], [0.00, 0.00, 0.00], [0.01, 0.01, 0.02], [0.00, 0.00, 0.00], [0.00, 0.00, 0.01], [0.00, 0.00, 0.00], [0.00, -0.02, 0.01], [0.00, 0.00, 0.00], [0.00, 0.00, 0.00], [-0.01, 0.00, 0.00], [0.00, 0.01, 0.01], [0.01, 0.00, 0.00], [0.00, 0.00, 0.00], [0.00, 0.00, 0.00], [0.02, -0.01, -0.01], [0.06, -0.08, 0.03], [0.00, 0.00, 0.00], [0.00, 0.00, 0.00], [0.00, 0.00, 0.00], [-0.02, 0.00, 0.01], [0.23, -0.07, 0.17], [0.06, -0.18, -0.12], [-0.06, 0.12, 0.02], [0.04, -0.11, 0.08], [-0.02, 0.03, 0.00], [-0.01, 0.00, -0.01], [0.03, -0.07, -0.04], [0.02, -0.01, -0.02], [-0.10, -0.10, 0.06], [-0.02, 0.10, 0.00], [-0.15, 0.12, -0.17], [0.01, -0.01, 0.01], [0.00, 0.00, 0.00], [-0.02, 0.03, 0.01], [-0.06, 0.06, 0.01]],
  "lowdin_charge": [0.647, -0.502, -0.045, -0.387, -0.350, -0.109, -0.621, -0.106, -0.100, 0.956, -0.630, -0.101, -0.119, -0.115, -0.629, -0.106, -0.100, -0.134, 0.082, 0.057, 0.031, 0.082, 0.063, 0.061, 0.081, 0.062, 0.058, 0.065, 0.057, 0.081, 0.058, 0.084, 0.024, 0.042, 0.056, 0.088, 0.066, 0.091, 0.024, 0.066, 0.058, 0.084, 0.006, 0.092, 0.053, 0.903, -0.783, -0.150, -0.071, -0.054, -0.173, -0.013, 0.081, 0.103, 0.112, 0.008, 0.059, -0.518, 0.055, -0.152, -0.029, -0.143, -0.786, 0.475, -0.247, -0.104, -0.037, 0.112, 0.088, 0.051, 0.090]
}